The following is a DFT calculation (ωB97M-V/def2-TZVPD) of a molecular structure, C21H50F2N7O10S2V.

XYZ file:
```
93
Properties=species:S:1:pos:R:3:lowdin_charge:R:1
O 1.379 -0.205 -0.496 -0.23
V -0.096 -0.386 -1.068 1.00
N 0.373 0.673 -2.795 -0.36
S -0.069 2.132 -3.481 0.58
O -1.156 2.132 -4.431 -0.25
O 1.022 3.031 -3.676 -0.22
F -0.770 2.654 -2.147 -0.18
S 1.624 0.361 -3.722 0.50
O 2.853 1.043 -3.446 -0.23
O 1.224 0.035 -5.070 -0.24
F 1.926 -1.079 -3.113 -0.18
C 3.644 4.383 3.946 -0.07
C 2.350 3.977 3.243 -0.25
N 2.466 3.727 1.810 -0.21
C 3.367 2.674 1.403 -0.25
C 2.981 1.222 1.748 -0.08
C 2.541 4.899 0.920 -0.23
C 1.330 5.853 0.999 -0.08
H 3.926 5.383 3.613 0.07
H 4.475 3.705 3.752 0.06
H 3.554 4.393 5.034 0.07
H 1.959 3.012 3.594 0.10
H 1.509 4.622 3.502 0.09
H 4.385 2.866 1.772 0.11
H 3.539 2.708 0.325 0.12
H 3.486 0.495 1.116 0.07
H 1.929 1.054 1.477 0.03
H 3.056 1.030 2.818 0.07
H 3.511 5.395 1.018 0.11
H 2.455 4.501 -0.094 0.11
H 0.871 5.867 1.986 0.05
H 1.710 6.839 0.735 0.07
H 0.521 5.591 0.317 0.06
C -0.809 2.293 0.879 -0.22
O -0.633 1.282 0.212 -0.08
N -2.029 2.612 1.386 -0.16
C -2.261 3.864 2.074 -0.03
C -3.160 1.735 1.186 -0.03
H -0.139 3.155 0.986 0.14
H -2.884 3.646 2.944 0.10
H -2.559 4.632 1.362 0.10
H -1.385 4.226 2.615 0.09
H -3.497 1.267 2.113 0.10
H -3.962 2.283 0.685 0.10
H -2.946 0.917 0.501 0.05
C -3.215 0.351 -2.466 -0.26
O -2.258 0.190 -1.711 -0.07
N -4.423 -0.164 -2.258 -0.16
C -5.563 0.030 -3.126 -0.04
C -4.742 -0.952 -1.068 -0.03
H -3.171 1.008 -3.344 0.15
H -5.786 -0.904 -3.640 0.10
H -5.299 0.821 -3.836 0.10
H -6.448 0.468 -2.665 0.10
H -5.079 -1.919 -1.442 0.10
H -3.915 -1.110 -0.376 0.07
H -5.489 -0.490 -0.420 0.10
C -1.427 -1.966 1.594 -0.26
O -0.928 -1.456 0.596 -0.07
N -0.915 -1.810 2.810 -0.16
C 0.330 -1.118 3.024 -0.02
C -1.541 -2.386 4.007 -0.01
H -2.359 -2.544 1.594 0.15
H 0.303 -0.339 3.786 0.10
H 0.777 -0.744 2.107 0.07
H 1.033 -1.871 3.403 0.11
H -0.871 -3.147 4.411 0.10
H -1.663 -1.655 4.803 0.10
H -2.481 -2.815 3.669 0.09
C 2.723 -3.948 -0.987 -0.30
O 1.890 -3.087 -0.733 0.00
N 3.432 -4.539 0.008 -0.20
C 3.113 -4.482 1.429 -0.03
C 4.764 -5.020 -0.378 -0.06
H 3.086 -4.296 -1.959 0.14
H 2.036 -4.372 1.508 0.08
H 3.730 -3.654 1.789 0.10
H 3.423 -5.386 1.950 0.09
H 4.933 -4.900 -1.445 0.08
H 5.600 -4.473 0.069 0.09
H 4.937 -6.062 -0.102 0.09
C -0.777 -3.403 -2.183 -0.26
O -0.513 -2.208 -2.087 -0.07
N -1.427 -3.923 -3.212 -0.15
C -2.235 -3.078 -4.098 0.00
C -1.816 -5.345 -3.222 -0.03
H -0.473 -4.157 -1.448 0.15
H -3.215 -2.828 -3.694 0.09
H -2.217 -3.567 -5.068 0.10
H -1.689 -2.136 -4.179 0.09
H -2.876 -5.544 -3.056 0.09
H -1.743 -5.617 -4.278 0.09
H -1.165 -5.957 -2.607 0.09
```

Computed properties:
2S+1	2
ΔE to the lowest compared entry with this formula, charge and spin	40.8	kcal per mole
HOMO-LUMO gap (spin up / spin down)	7.270 / 7.396	eV
HOMO level (spin up / spin down)	-9.85 / -9.85	eV
charge	+1
molecular weight	713.7	g mol⁻¹

=====

The following is a DFT calculation (ωB97M-V/def2-TZVPD) of a molecular structure, C19H24ClHfN.

XYZ file:
```
46
Properties=species:S:1:pos:R:3:lowdin_charge:R:1
C -4.131 -4.500 -2.360 -0.73
C -5.477 -3.860 -2.716 -0.11
C -3.576 -5.173 -3.620 -0.11
C -4.380 -5.589 -1.311 -0.11
Cl -2.829 -3.081 -1.635 0.33
H -4.278 -5.937 -4.015 0.11
H -2.628 -5.685 -3.419 0.08
H -3.410 -4.447 -4.425 0.08
H -6.197 -4.610 -3.102 0.11
H -5.362 -3.095 -3.493 0.08
H -5.940 -3.392 -1.839 0.08
H -5.089 -6.358 -1.681 0.11
H -4.810 -5.169 -0.395 0.08
H -3.452 -6.110 -1.048 0.08
C 0.471 1.936 -1.283 -0.13
C 0.963 0.711 -1.836 -0.16
C -0.173 -0.120 -2.192 -0.18
H 1.998 0.541 -2.111 0.13
C -1.375 0.633 -1.882 -0.14
C -0.965 1.906 -1.341 -0.11
H -1.619 2.743 -1.119 0.13
H 1.085 2.803 -1.047 0.13
H -0.148 -1.035 -2.774 0.13
H -2.391 0.322 -2.103 0.13
C 0.862 -1.184 2.047 -0.11
C 1.888 -0.471 1.340 -0.13
C 1.944 -0.982 0.006 -0.16
H 2.626 0.199 1.782 0.13
C 0.904 -1.984 -0.145 -0.18
C 0.236 -2.108 1.136 -0.13
H -0.536 -2.834 1.382 0.13
H 0.670 -1.112 3.114 0.13
H 2.757 -0.788 -0.687 0.13
H 0.788 -2.675 -0.978 0.14
Hf -0.209 0.009 0.099 1.66
C -0.216 3.764 3.571 0.01
C -1.286 2.896 3.340 -0.01
C -1.172 1.905 2.365 -0.10
N -0.043 1.743 1.612 -0.10
C 0.999 2.597 1.847 -0.10
C 0.944 3.606 2.808 0.00
H -0.285 4.544 4.327 0.14
H -2.218 2.967 3.900 0.13
H -1.988 1.204 2.154 0.12
H 1.895 2.453 1.237 0.12
H 1.819 4.247 2.936 0.13
```

Computed properties:
HOMO-LUMO gap	7.617	eV
HOMO level	-15.60	eV
charge	+2
molecular weight	480.4	g mol⁻¹